(1)
# C4H5BrClNS

A single C4H5BrClNS molecule (the ωB97M-V functional and the def2-TZVPD basis, OMol25).

Each line ends with the Mulliken charge.
CARTESIAN COORDINATES (ANGSTROEM)
Br  1.670690  -1.713850  -0.413898  -0.1992
Cl  -1.577014  -0.572582  3.471068  -0.1651
S  -1.200524  1.742650  -0.746124  -0.2761
N  0.427747  0.428335  -2.343900  -0.3654
C  0.538449  -0.068915  0.143752  -0.1452
C  -0.009532  0.661025  -1.107168  0.1702
C  -0.403444  -0.284818  2.285418  -0.1577
C  -0.531346  -0.501302  0.984672  -0.2878
H  0.564687  0.237519  2.542900  0.2858
H  -1.481813  -0.913443  0.461580  0.3026
H  0.717301  -0.480891  -2.582995  0.2011
H  1.379297  0.639154  0.389205  0.3772
H  -0.094499  0.827119  -3.084511  0.2598

Forces on atoms 1 to 3 (eV/Å):
Br -0.44 0.51 0.11
Cl -0.10 -0.11 0.28
S 0.28 0.29 -0.30

Output
HOMO-LUMO gap = 0.31931 hartree
LUMO level = 0.0005 hartree
SMILES string = NC(=S)[C@H](Br)/C=C/Cl


(2)
# C30H88N4O18

12 unconnected molecules or ions with the total composition C30H88N4O18 (the ωB97M-V functional and the def2-TZVPD basis, OMol25).

Each line ends with the Mulliken charge.
CARTESIAN COORDINATES (ANGSTROEM)
O  5.005640  -2.456385  5.966019  -0.5524
O  -0.856720  3.690445  -0.144171  -0.3156
O  4.379790  -1.129135  3.135849  -0.3387
O  -5.203060  -7.023005  -0.517651  -0.5096
O  -2.594090  3.004675  2.004539  -0.7029
O  -4.333510  -4.093235  1.156019  -0.5619
O  5.192380  1.723615  -2.902221  -0.4564
O  -1.530860  -1.729905  -1.448131  0.2879
O  0.906890  1.237925  7.502109  -0.2995
O  8.084430  0.001185  0.436469  -0.6019
O  0.259230  -7.333555  -3.574381  -0.5635
O  -1.664860  -2.787755  -4.017341  -0.4788
O  -5.217170  -4.056725  -1.495281  -0.4871
O  -4.844870  3.750975  -4.739661  -0.4228
O  -2.747360  0.332395  3.381139  -0.4780
O  1.112300  -5.385245  -1.266161  -0.4680
O  3.383590  3.501835  -1.627201  -0.4812
O  5.895130  1.914405  0.402399  -0.6399
N  -4.300000  1.898835  -2.840291  -0.4345
N  -0.405080  6.598115  0.426459  -0.7112
N  2.687690  -0.274725  5.541369  -0.4924
N  1.615120  -1.764395  -1.380631  -0.5832
C  -3.472560  1.887025  -3.985771  1.1594
C  -4.213220  -6.321765  -1.174161  -0.2995
C  5.355200  -2.033415  3.464939  -0.2214
C  -2.908520  -1.358985  -1.538981  -0.1641
C  -0.692340  3.888745  -1.576761  -0.4679
C  -0.878960  -2.020815  -4.912281  -0.7018
C  1.724050  1.839305  6.513129  -0.9449
C  3.013470  2.502665  -2.608711  -0.0173
C  1.591440  6.108375  1.542969  -1.6363
C  1.953980  0.948555  5.223149  0.2262
C  6.872820  -0.263745  1.056039  -0.3487
C  -0.197300  -5.901875  -1.657321  0.1991
C  -3.909690  0.670495  -4.819621  -1.8083
C  0.207450  2.094875  8.431129  -0.7962
C  0.187230  4.131205  0.703449  -0.7136
C  0.674650  -1.291325  -0.378581  0.7975
C  -5.009270  4.879345  -5.619111  -0.7458
C  -2.895550  1.674645  1.421099  0.5028
C  -3.104630  -3.515675  1.454109  -0.2517
C  0.632110  5.623135  0.404119  0.5278
C  5.655460  0.528515  0.450059  0.1859
C  -0.303590  -6.112605  -3.188761  -0.2943
C  -0.661630  -0.749265  -0.915781  -0.0814
C  -3.641100  0.722085  2.337919  -0.7495
C  -3.555430  3.329005  -4.546291  -1.1944
C  4.110180  2.232995  -3.660121  -0.4992
C  4.801360  -2.902755  4.616319  -0.9359
C  0.602690  0.601445  4.610399  -1.4920
C  1.439240  -0.363945  0.631889  -1.6504
C  -4.774410  -5.252285  -2.150441  -0.2250
H  -0.900750  -2.240695  -5.979641  0.3437
H  1.681260  -6.121865  -1.501261  0.2765
H  1.761240  0.582115  0.196699  0.1927
H  6.205390  2.027445  -0.499021  0.3055
H  -3.067720  -0.582405  -2.287101  -0.0336
H  4.071990  3.081585  -1.106531  0.3025
H  2.161780  6.924295  1.099039  0.3914
H  -3.501290  -2.197005  -1.905641  0.1869
H  -0.980800  0.026445  -0.219721  -0.7293
H  2.151440  2.996915  -3.056731  0.2270
H  -1.343000  -5.945335  -3.471161  0.2272
H  0.313290  1.437535  3.973779  0.2689
H  0.256320  3.573305  -2.011081  0.0876
H  2.440730  -1.225225  -1.162051  0.2011
H  -0.209140  6.953405  -0.498461  0.3408
H  1.356950  2.820035  6.210619  0.4706
H  -4.534130  1.179715  2.763579  0.3442
H  0.879380  -0.283815  1.563679  0.2607
H  6.794490  -1.344725  1.172039  0.2543
H  -5.535000  5.592575  -4.984281  0.2780
H  -4.071920  -0.104355  1.772689  0.3003
H  -3.459560  1.762755  0.492529  0.3041
H  -4.044180  5.356805  -5.788621  0.3465
H  2.409290  -0.630295  1.051599  0.6411
H  -4.427850  -4.009955  0.204309  0.3480
H  1.044820  3.470015  0.579109  0.1562
H  -2.524220  -4.429755  1.579289  0.3990
H  -3.044020  -2.847805  2.313389  0.3135
H  -0.078490  4.032725  1.755969  0.4402
H  5.350210  0.155825  -0.527701  0.1902
H  0.162170  -2.068435  -4.593081  0.3184
H  -2.107820  3.523225  1.359359  0.4490
H  4.529970  3.117945  -4.138381  0.3048
H  -2.571260  1.144755  3.861429  0.3100
H  -0.514220  -6.813575  -1.150901  0.2327
H  -4.896720  0.796525  -5.264591  0.4246
H  -3.284100  -1.043895  -0.565461  0.0918
H  -1.338180  6.238475  0.284749  0.2979
H  2.279790  -0.638265  6.390819  0.2234
H  -5.649950  -5.579945  -2.710941  0.4326
H  -4.976130  2.625655  -3.026471  0.2995
H  4.745230  0.565945  1.048539  0.0603
H  -0.413550  -7.994005  -3.755401  0.3258
H  4.293960  -2.770635  6.528479  0.3152
H  1.234010  5.664405  -0.503691  0.3696
H  0.863580  2.516365  9.192679  0.3219
H  0.328540  -2.116965  0.243199  0.2517
H  -3.834930  -0.320125  -4.371101  0.3521
H  -5.306230  -7.830795  -1.026011  0.3659
H  -3.503700  -7.013685  -1.627961  0.3850
H  8.247660  0.943665  0.518269  0.3500
H  -1.521580  3.379145  -2.067451  0.0086
H  6.972860  0.115065  2.073189  0.2269
H  -0.162560  0.428365  5.367069  0.4670
H  -0.745070  4.896385  -1.989031  0.3886
H  -2.636730  -3.158435  0.536739  -0.3180
H  -3.258400  0.537715  -5.683491  0.3987
H  -1.558680  -2.453765  -3.123591  0.3522
H  3.737030  -1.192925  3.846049  0.1568
H  -1.884230  1.420735  1.103539  -0.2718
H  -6.177080  -4.064335  -1.505851  0.2559
H  0.415240  -0.269825  3.982819  0.4024
H  5.852040  1.369305  -3.502991  0.2550
H  5.170020  -3.927735  4.576259  0.4706
H  -3.034070  4.027205  -3.891461  0.4437
H  -4.823830  1.035815  -2.870291  0.2853
H  2.551480  1.526855  4.518409  0.4032
H  2.610380  1.621795  -2.109021  0.0111
H  -2.436880  1.612705  -3.785241  -0.0223
H  1.860050  -2.742155  -1.316621  0.2628
H  -5.489120  4.555415  -6.542651  0.2383
H  -3.024480  3.203805  -5.489971  0.4145
H  3.722890  1.510385  -4.378411  0.3361
H  -0.280510  2.951485  7.966169  0.3127
H  3.633330  -0.108275  5.854659  0.3102
H  2.666560  1.885345  7.058709  0.4168
H  2.348660  5.405755  1.890859  0.3359
H  -0.417340  -0.215175  -1.834021  0.1792
H  -0.562300  1.599275  9.022709  0.2708
H  3.770000  -3.215215  4.452689  0.4791
H  5.504400  -2.607955  2.550749  0.2961
H  -3.472650  -5.825355  -0.547071  0.0218
H  6.314080  -1.656055  3.820279  0.2633
H  1.027880  6.618045  2.324469  0.4171
H  -0.826170  -5.053525  -1.387231  -0.1324
H  -0.991970  -0.940405  -4.822541  0.1112
H  -4.061810  -5.023325  -2.942821  0.1181
H  0.336230  -5.397395  -3.705671  0.2488

Forces on atoms 1 to 3 (eV/Å):
O 0.30 0.88 -0.69
O -0.36 0.39 -1.16
O -0.60 1.81 -0.41

Output
HOMO-LUMO gap = 0.34865 hartree
LUMO level = 0.0153 hartree
SMILES string = COC[C@H](C)N.COC[C@H](C)N.COC[C@H](C)N.COC[C@H](C)N.OCCO.OCCO.OCCO.OCCO.OCCO.OCCO.CO.CO


(3)
# C43H61BClF4N18O4

17 unconnected molecules or ions with the total composition C43H61BClF4N18O4 (the ωB97M-V functional and the def2-TZVPD basis, OMol25).

Each line ends with the Mulliken charge.
CARTESIAN COORDINATES (ANGSTROEM)
Cl  -3.035683  -1.637734  3.518847  -0.2147
F  -6.900915  -2.028982  -1.409026  -0.3657
F  -6.579193  0.890845  0.737261  -0.2502
F  -3.490954  1.059831  -0.380237  -0.2716
F  -6.483029  -1.104310  3.963588  -0.2672
O  -5.746058  1.451444  2.674934  -0.5435
O  -5.673718  -0.290533  -2.015611  -0.5178
O  -6.583904  -3.261625  3.632070  -0.5516
O  -2.323715  0.800809  1.442568  -0.5039
N  -3.248865  -5.172058  -6.575819  -0.4304
N  6.214370  6.307436  10.465767  -0.3922
N  4.782338  4.857896  5.805230  -0.4820
N  2.918484  6.198385  1.325648  -0.0258
N  -4.751132  -1.764384  -8.217833  -0.4464
N  7.197760  -5.023134  -8.380212  -0.3765
N  -3.777255  -2.674661  -3.225017  -0.3863
N  -4.445796  -0.049980  1.597428  0.3177
N  -4.998778  -5.017599  1.608509  -0.4451
N  -1.244529  -8.363714  0.191501  -0.4244
N  1.415425  -1.510604  -5.020649  -0.3063
N  5.571803  -3.512089  -3.188673  -0.4806
N  1.726348  0.200310  1.776638  -0.5269
N  1.752383  5.460365  0.306159  -0.5350
N  1.910830  3.766399  10.834634  -0.3799
N  -0.109939  3.755909  4.992826  -0.4903
N  6.634114  8.918011  0.920778  -0.4114
N  2.513513  1.551876  -4.623910  -0.3734
C  4.420377  -1.342464  -4.120994  -0.7800
C  4.346344  4.169176  4.996470  0.2941
C  -0.620886  4.692691  4.572374  0.4683
C  -1.281496  -9.309344  0.839710  0.4892
C  5.067836  -2.563720  -3.596295  0.3500
C  6.178500  9.947100  1.141727  0.3984
C  -1.329204  -10.525096  1.677857  -0.8661
C  3.669847  6.726306  2.027464  0.4447
C  -3.261695  -3.542148  -9.443876  -0.7151
C  2.249382  4.638970  -0.405269  0.2757
C  2.604174  4.084289  9.977877  0.1647
C  0.794493  3.526259  -4.428396  -0.8423
C  -4.565211  -1.808837  -0.472449  -0.1237
C  1.285397  1.234510  2.009080  0.2290
C  7.276013  -4.495836  -7.364148  0.2502
C  -4.460000  -2.584405  -4.142724  0.4839
C  -0.754541  -2.983772  -4.901440  -0.3578
C  -5.709793  -1.270560  -1.348674  -0.1235
C  -1.284221  5.895801  4.031135  -0.8149
C  -4.335731  -5.789390  1.075415  0.5094
C  7.376963  -3.816291  -6.054986  -0.4801
C  -6.196909  -2.106662  1.593907  -0.5388
C  7.653606  4.487959  9.238419  -0.7193
C  2.875023  3.616687  -1.279137  -0.7077
C  -3.374350  0.588014  0.930133  0.3967
C  3.498832  4.494069  8.874625  -0.2894
C  4.631267  7.402019  2.926455  -0.9189
C  0.469472  -2.158665  -4.968538  0.1400
C  6.844726  5.512895  9.930227  0.3402
C  -5.609049  0.772284  1.705746  0.4120
C  1.764157  2.416142  -4.538409  0.4058
C  -4.196966  -5.812507  -6.495748  0.4384
C  3.785364  3.292436  3.948454  -0.2428
C  5.590740  11.272811  1.426478  -0.8328
C  -6.416524  -2.193879  3.121132  0.2558
C  0.728978  2.570570  2.308050  0.5504
C  -3.593829  -2.483076  1.969389  0.2199
C  -2.355527  -2.905729  1.089216  -0.0091
C  -4.098448  -2.541243  -8.754217  0.4153
C  -3.476497  -6.778957  0.389016  -1.0163
C  -5.418748  -6.635900  -6.392713  -0.8479
C  -1.185569  -3.605907  1.890230  -1.1668
C  -5.340448  -2.468371  -5.321139  -0.6083
B  -4.703267  -1.517141  1.141201  -0.2474
H  1.271814  4.463459  -4.712034  0.2718
H  -1.938666  -1.999598  0.585353  0.2560
H  -0.349652  2.567521  2.151287  0.2649
H  3.657770  5.570710  8.907228  0.3127
H  1.181596  3.315544  1.652298  -0.1896
H  4.459358  7.086921  3.956441  0.2461
H  5.762246  11.537163  2.469272  0.2722
H  -2.649919  -3.619745  0.274862  0.0526
H  -4.052630  -3.457661  2.307573  0.2382
H  -0.581779  -3.851635  -4.266714  0.2622
H  0.936161  2.835960  3.343238  -0.3191
H  5.649678  7.145168  2.639937  0.2911
H  -3.615195  -1.481940  -0.943854  0.4778
H  5.178701  -0.602076  -4.374466  0.3385
H  3.052933  4.229506  7.917300  0.1600
H  3.253527  3.892005  3.209818  -0.1462
H  -5.711356  -6.988406  -7.380934  0.2935
H  -2.968602  -4.321382  -8.742531  0.2020
H  -2.246843  -11.076715  1.477367  0.2686
H  -3.175486  -7.549788  1.087542  0.1350
H  -1.918800  6.342777  4.795313  0.3346
H  7.979556  3.731265  9.950944  0.2680
H  -1.030899  -3.322707  -5.899371  0.1677
H  -1.573100  -2.397480  -4.485661  0.0285
H  3.571324  4.096446  -1.970082  0.3529
H  8.528671  4.951712  8.785351  0.2962
H  0.436620  3.604746  -3.402049  0.2903
H  2.112866  3.089236  -1.854085  0.0136
H  -6.065704  -3.282297  -5.321295  0.2098
H  -4.748749  -2.518549  -6.233006  -0.0058
H  -0.052853  3.343431  -5.087856  0.3080
H  -2.366150  -3.067352  -9.843172  0.2755
H  7.059047  4.012020  8.458930  0.2201
H  -7.046330  -1.589784  1.086126  0.6671
H  4.459326  3.990911  8.969803  -0.0113
H  7.523602  -2.747037  -6.203788  0.2525
H  4.504588  8.480614  2.857968  0.1433
H  -0.230643  -3.100506  1.618209  0.3238
H  -5.232417  -7.493996  -5.748442  0.2903
H  3.092379  2.578905  4.393344  0.2657
H  4.587819  2.747127  3.452964  0.3810
H  -5.872578  -1.518345  -5.294532  0.3667
H  3.423771  2.891912  -0.673274  0.3018
H  6.464433  -3.973690  -5.483030  0.0497
H  8.220390  -4.216555  -5.494361  0.2701
H  -1.082327  -4.660707  1.505605  0.1835
H  -1.302318  -10.248828  2.731183  0.2744
H  -4.025315  -7.237203  -0.433481  0.3307
H  3.844235  -1.581335  -5.011710  0.3019
H  -6.229297  -6.042766  -5.970953  0.2626
H  3.752232  -0.924228  -3.370702  0.3198
H  -3.822055  -3.991055  -10.263555  0.2902
H  -6.208543  -3.155011  1.217116  0.2980
H  4.518363  11.250493  1.235807  0.2750
H  -1.896978  5.624431  3.172290  0.2709
H  -1.357904  -3.695751  2.982273  0.3364
H  -0.474298  -11.161756  1.454245  0.3203
H  -2.588851  -6.289443  -0.004713  0.3198
H  -4.592556  -2.926643  -0.591704  0.2922
H  -0.534764  6.622120  3.719025  0.2451
H  6.050501  12.025581  0.787731  0.3291

Forces on atoms 1 to 3 (eV/Å):
Cl -0.08 -0.60 -0.44
F 1.08 0.22 0.38
F 1.13 -0.99 0.11

Output
HOMO-LUMO gap = 0.26581 hartree
LUMO level = 0.0480 hartree
charge = -1